No. 1
DFT (wB97M-V/def2-TZVPD) results for a single C7H13N molecule in a non-equilibrium geometry.

## Properties
structure (SMILES)	C=CC/C(=C/N)CC
DFT total energy	-8958.518	eV
relative energy (zero: lowest compared OMol25 entry of this formula, charge and spin)	32.6	kcal/mol
LUMO level	1.068	eV
E_HOMO	-8.18	eV
spin multiplicity	1
frontier orbital gap	9.3	eV
largest force on an atom	1.45	eV/Å

Each line ends with the Löwdin charge.
Positions of all 21 atoms, in Å:
C1 -2.849 -0.373 0.124  0.00
C2 -1.828 -0.645 -0.652  -0.19
C3 -0.863 0.391 -1.185  -0.17
C4 0.338 0.695 -0.299  -0.26
C5 0.188 1.457 0.791  -0.17
N1 1.151 1.586 1.816  0.03
C6 1.567 -0.140 -0.487  -0.22
C7 1.374 -1.624 -0.084  -0.09
H1 -3.525 -1.150 0.459  0.05
H2 -3.086 0.641 0.422  0.06
H3 -1.623 -1.659 -0.919  0.08
H4 -1.378 1.335 -1.370  0.11
H5 -0.461 -0.041 -2.109  0.11
H6 -0.701 2.054 0.972  0.11
H7 1.749 0.812 2.051  0.07
H8 1.612 2.479 1.866  0.07
H9 1.887 -0.191 -1.534  0.11
H10 2.434 0.298 0.009  0.10
H11 0.794 -2.131 -0.829  0.05
H12 0.865 -1.728 0.881  0.08
H13 2.354 -2.067 0.077  0.07

No. 2
DFT (wB97M-V/def2-TZVPD) results for a single C4H7FO2 molecule in a non-equilibrium geometry.

## Properties
structure (SMILES)	CO/C(=C\F)CO
DFT total energy	-11071.614	eV
relative energy (zero: lowest compared OMol25 entry of this formula, charge and spin)	56.9	kcal/mol
LUMO level	0.691	eV
E_HOMO	-9.00	eV
spin multiplicity	1
frontier orbital gap	9.7	eV
largest force on an atom	4.28	eV/Å

Each line ends with the Löwdin charge.
Positions of all 14 atoms, in Å:
C1 0.657 -1.055 -1.516  -0.04
O1 -0.224 0.074 -1.358  -0.06
C2 -0.236 0.724 -0.214  -0.29
C3 -0.336 2.029 0.008  -0.07
F1 -0.293 2.918 -1.029  0.01
C4 -0.455 -0.085 1.139  -0.16
O2 0.572 -1.073 1.406  -0.09
H1 0.703 -1.267 -2.581  0.09
H2 1.616 -0.966 -0.992  0.10
H3 0.107 -1.892 -1.128  0.08
H4 -0.384 2.440 0.991  0.11
H5 -0.621 0.441 2.037  0.09
H6 -1.437 -0.666 1.077  0.14
H7 0.330 -1.623 2.159  0.08

No. 3
DFT (wB97M-V/def2-TZVPD) results for 6 unconnected molecules or ions with the total composition C31H76O23P5 in a non-equilibrium geometry.

## Properties
DFT total energy	-126932.306	eV
total charge	-1
LUMO level	2.237	eV
E_HOMO	-4.73	eV
spin multiplicity	1
frontier orbital gap	7.0	eV
largest force on an atom	2.21	eV/Å

Each line ends with the Löwdin charge.
Positions of all 135 atoms, in Å:
O1 0.065 0.699 -0.119  -0.01
C1 -1.169 0.302 0.456  -0.82
O2 -2.111 0.127 -0.352  -0.05
O3 -1.125 0.034 1.655  -0.02
H1 -0.325 1.039 -0.937  0.06
C2 -7.069 5.747 -4.894  -0.08
C3 -7.413 4.440 -5.583  -0.27
O4 -7.078 3.358 -4.699  -0.19
P1 -5.642 2.699 -4.878  0.35
O5 -4.619 3.552 -5.471  -0.21
O6 -5.312 2.183 -3.436  -0.16
C4 -4.069 2.463 -2.770  -0.24
C5 -2.937 1.628 -3.319  -0.07
O7 -5.930 1.372 -5.697  -0.17
C6 -7.039 0.521 -5.403  -0.27
C7 -7.441 -0.247 -6.660  -0.07
H2 -7.325 6.623 -5.499  0.07
H3 -7.699 5.871 -4.010  0.08
H4 -6.025 5.804 -4.598  0.07
H5 -8.497 4.417 -5.704  0.11
H6 -6.963 4.326 -6.567  0.11
H7 -3.846 3.530 -2.883  0.11
H8 -4.202 2.308 -1.703  0.12
H9 -3.266 0.590 -3.224  0.08
H10 -2.727 1.812 -4.370  0.07
H11 -2.059 1.757 -2.690  0.07
H12 -6.728 -0.183 -4.631  0.12
H13 -7.908 1.082 -5.060  0.11
H14 -7.831 -1.229 -6.400  0.07
H15 -8.148 0.336 -7.249  0.07
H16 -6.567 -0.428 -7.289  0.08
C8 4.520 6.907 -2.143  -0.09
C9 3.047 6.623 -2.178  -0.28
O8 2.363 6.394 -0.955  -0.15
P2 3.056 5.595 0.229  0.34
O9 3.561 4.272 -0.111  -0.21
O10 1.903 5.643 1.295  -0.18
C10 1.851 4.633 2.316  -0.28
C11 0.923 3.486 2.004  -0.05
O11 4.195 6.557 0.757  -0.21
C12 3.980 7.660 1.690  -0.21
C13 5.165 7.624 2.647  -0.07
H17 4.967 7.000 -3.133  0.08
H18 4.778 7.793 -1.562  0.07
H19 5.048 6.061 -1.693  0.07
H20 2.502 7.392 -2.737  0.12
H21 2.854 5.783 -2.860  0.12
H22 2.844 4.292 2.629  0.12
H23 1.494 5.124 3.227  0.11
H24 1.266 2.800 1.232  0.07
H25 0.770 2.975 2.954  0.08
H26 0.009 3.919 1.592  0.09
H27 4.017 8.549 1.068  0.12
H28 3.088 7.394 2.250  0.11
H29 5.252 6.635 3.091  0.08
H30 6.074 7.989 2.177  0.07
H31 4.936 8.278 3.496  0.08
C14 -2.859 -6.531 -3.725  -0.07
C15 -1.978 -6.290 -2.507  -0.25
O12 -2.691 -5.314 -1.705  -0.18
P3 -1.950 -4.120 -1.007  0.35
O13 -2.800 -3.086 -0.460  -0.18
O14 -0.944 -3.622 -2.124  -0.19
C16 -0.303 -2.334 -1.908  -0.25
C17 -0.781 -1.337 -2.931  -0.06
O15 -1.012 -4.893 0.029  -0.18
C18 -0.422 -4.199 1.119  -0.27
C19 -0.363 -5.144 2.321  -0.06
H32 -3.765 -7.056 -3.422  0.07
H33 -2.984 -5.559 -4.192  0.08
H34 -2.406 -7.238 -4.427  0.07
H35 -1.887 -7.143 -1.836  0.12
H36 -1.020 -5.887 -2.831  0.11
H37 -0.455 -1.963 -0.893  0.10
H38 0.762 -2.565 -1.978  0.09
H39 -0.952 -1.818 -3.893  0.08
H40 -1.711 -0.902 -2.567  0.05
H41 -0.035 -0.540 -2.965  0.08
H42 0.622 -3.920 0.931  0.11
H43 -0.982 -3.295 1.364  0.12
H44 -1.308 -5.686 2.399  0.08
H45 0.432 -5.887 2.221  0.06
H46 -0.195 -4.609 3.257  0.07
C20 2.180 -6.770 -0.653  -0.07
C21 3.020 -6.168 0.476  -0.25
O16 4.214 -5.515 0.037  -0.16
P4 4.112 -4.213 -0.838  0.35
O17 3.174 -4.267 -1.951  -0.21
O18 3.832 -3.107 0.236  -0.16
C22 4.106 -1.709 0.056  -0.24
C23 2.852 -1.002 -0.397  -0.06
O19 5.625 -4.064 -1.295  -0.16
C24 5.972 -3.419 -2.503  -0.29
C25 7.338 -3.909 -2.979  -0.07
H47 1.714 -7.701 -0.318  0.07
H48 1.414 -6.076 -0.983  0.06
H49 2.845 -7.083 -1.458  0.08
H50 2.394 -5.528 1.105  0.09
H51 3.339 -6.971 1.142  0.11
H52 4.426 -1.332 1.027  0.12
H53 4.932 -1.499 -0.628  0.10
H54 2.059 -1.069 0.352  0.08
H55 3.065 0.066 -0.479  0.09
H56 2.429 -1.422 -1.306  0.06
H57 5.257 -3.646 -3.296  0.11
H58 6.026 -2.331 -2.423  0.11
H59 7.450 -4.974 -2.757  0.08
H60 7.501 -3.828 -4.052  0.07
H61 8.144 -3.383 -2.463  0.07
C26 -0.582 -3.532 7.139  -0.08
C27 -1.476 -2.421 6.643  -0.25
O20 -0.609 -1.261 6.544  -0.21
P5 -1.078 -0.015 5.652  0.36
O21 -2.234 -0.229 4.814  -0.18
O22 -1.295 1.158 6.710  -0.17
C28 -0.296 1.422 7.694  -0.28
C29 -0.756 2.641 8.493  -0.07
O23 0.280 0.404 4.981  -0.18
C30 0.909 -0.503 4.050  -0.25
C31 2.353 -0.666 4.458  -0.07
H62 -0.446 -3.395 8.216  0.07
H63 -1.018 -4.530 7.045  0.07
H64 0.396 -3.560 6.665  0.07
H65 -1.998 -2.638 5.713  0.11
H66 -2.238 -2.139 7.372  0.12
H67 -0.144 0.563 8.348  0.11
H68 0.668 1.637 7.227  0.11
H69 -1.386 3.277 7.878  0.08
H70 -1.359 2.311 9.343  0.07
H71 0.101 3.163 8.917  0.07
H72 0.448 -1.497 4.080  0.11
H73 0.696 -0.116 3.052  0.10
H74 2.378 -1.009 5.496  0.07
H75 2.890 -1.395 3.849  0.07
H76 2.906 0.274 4.401  0.07

No. 4
DFT (wB97M-V/def2-TZVPD) results for a single C24H32N4O4S molecule.

## Properties
structure (SMILES)	CC(=O)Nc1ccc(S(=O)(=O)NCc2ccc(C(=O)NCCN3CCCCCC3)cc2)cc1
DFT total energy	-50394.344	eV
relative energy (zero: lowest compared OMol25 entry of this formula, charge and spin)	22.3	kcal/mol
LUMO level	0.271	eV
E_HOMO	-8.26	eV
spin multiplicity	1
frontier orbital gap	8.5	eV
largest force on an atom	0.83	eV/Å

Each line ends with the Löwdin charge.
Positions of all 65 atoms, in Å:
C1 2.136 -3.763 0.889  0.01
C2 1.315 -2.554 1.264  -0.51
O1 1.797 -1.524 1.683  0.05
N1 -0.023 -2.762 1.079  0.13
C3 -1.061 -1.842 1.140  -0.21
C4 -0.889 -0.539 1.606  0.01
C5 -1.946 0.350 1.562  -0.05
C6 -3.171 -0.060 1.077  -0.29
S1 -4.496 1.116 0.911  0.66
O2 -5.632 0.697 1.679  -0.29
O3 -3.980 2.442 1.121  -0.29
N2 -4.949 0.916 -0.703  -0.12
C7 -4.147 1.673 -1.653  -0.19
C8 -2.805 1.003 -1.773  -0.23
C9 -1.650 1.621 -1.315  -0.03
C10 -0.435 0.960 -1.351  -0.02
C11 -0.358 -0.339 -1.841  -0.13
C12 0.905 -1.138 -1.820  -0.44
O4 0.891 -2.352 -1.673  0.04
N3 2.031 -0.431 -2.020  0.09
C13 3.358 -0.965 -1.834  -0.14
C14 3.964 -0.404 -0.535  -0.16
N4 3.879 1.043 -0.538  -0.18
C15 4.998 1.752 -1.112  -0.19
C16 6.318 1.748 -0.325  -0.19
C17 6.181 2.234 1.117  -0.20
C18 5.463 1.220 2.010  -0.20
C19 3.936 1.326 2.007  -0.17
C20 3.297 1.643 0.641  -0.19
C21 -1.516 -0.954 -2.308  -0.01
C22 -2.723 -0.287 -2.284  -0.03
C23 -3.377 -1.364 0.670  -0.06
C24 -2.323 -2.253 0.699  -0.01
H1 1.771 -4.651 1.398  0.08
H2 2.049 -3.907 -0.187  0.07
H3 3.177 -3.595 1.149  0.09
H4 -0.269 -3.637 0.636  0.15
H5 0.075 -0.229 1.973  0.10
H6 -1.832 1.373 1.884  0.12
H7 -5.940 1.096 -0.777  0.11
H8 -4.662 1.667 -2.618  0.13
H9 -4.022 2.709 -1.314  0.11
H10 -1.710 2.617 -0.903  0.12
H11 0.440 1.450 -0.950  0.11
H12 1.992 0.576 -2.023  0.13
H13 3.281 -2.052 -1.784  0.12
H14 3.972 -0.685 -2.695  0.12
H15 3.383 -0.784 0.306  0.10
H16 4.993 -0.772 -0.440  0.12
H17 4.681 2.790 -1.255  0.12
H18 5.186 1.327 -2.104  0.11
H19 6.740 0.740 -0.319  0.10
H20 7.021 2.391 -0.861  0.11
H21 5.659 3.192 1.141  0.11
H22 7.186 2.399 1.513  0.11
H23 5.803 1.346 3.041  0.11
H24 5.760 0.215 1.701  0.10
H25 3.626 2.115 2.696  0.11
H26 3.525 0.387 2.381  0.09
H27 3.303 2.724 0.476  0.12
H28 2.249 1.322 0.694  0.10
H29 -1.448 -1.964 -2.682  0.12
H30 -3.620 -0.771 -2.641  0.12
H31 -4.353 -1.656 0.319  0.12
H32 -2.462 -3.269 0.358  0.12

No. 5
DFT (wB97M-V/def2-TZVPD) results for 2 unconnected molecules or ions with the total composition C4H7NO in a non-equilibrium geometry.

## Properties
DFT total energy	-7795.257	eV
relative energy (zero: lowest compared OMol25 entry of this formula, charge and spin)	101.2	kcal/mol
LUMO level	0.986	eV
E_HOMO	-9.15	eV
spin multiplicity	1
frontier orbital gap	10.1	eV
largest force on an atom	1.03	eV/Å

Each line ends with the Löwdin charge.
Positions of all 13 atoms, in Å:
C1 -1.216 1.857 -0.198  -0.05
C2 -0.394 0.775 -0.744  -0.22
N1 0.217 0.090 -1.479  0.15
C3 0.787 -1.522 -0.388  0.01
C4 0.824 -0.851 0.889  -0.52
O1 -0.216 -0.196 1.255  -0.14
H1 -2.107 1.424 0.262  0.09
H2 -1.498 2.556 -0.991  0.09
H3 -0.656 2.372 0.583  0.09
H4 -0.143 -2.009 -0.659  0.10
H5 1.702 -1.917 -0.827  0.10
H6 1.834 -0.514 1.192  0.13
H7 0.867 -2.064 1.106  0.18

No. 6
DFT (wB97M-V/def2-TZVPD) results for 2 unconnected molecules or ions with the total composition C3H12N2O in a non-equilibrium geometry.

## Properties
structure (SMILES)	NCCCN.O
DFT total energy	-8332.612	eV
relative energy (zero: lowest compared OMol25 entry of this formula, charge and spin)	16.4	kcal/mol
LUMO level	0.659	eV
E_HOMO	-9.45	eV
spin multiplicity	1
frontier orbital gap	10.1	eV
largest force on an atom	1.68	eV/Å

Each line ends with the Löwdin charge.
Positions of all 18 atoms, in Å:
N1 -0.545 0.157 2.585  -0.01
C1 -0.268 0.453 1.173  -0.29
C2 0.573 -0.692 0.560  -0.22
C3 -0.044 -1.310 -0.658  -0.32
N2 0.921 -2.242 -1.288  -0.02
H1 -0.576 1.061 3.060  0.06
H2 0.323 -0.146 3.034  0.06
H3 -1.135 0.549 0.520  0.10
H4 0.312 1.364 1.005  0.10
H5 0.814 -1.489 1.250  0.11
H6 1.509 -0.248 0.200  0.10
H7 -0.928 -1.823 -0.287  0.11
H8 -0.436 -0.622 -1.416  0.11
H9 1.685 -1.712 -1.697  0.06
H10 0.486 -2.591 -2.141  0.06
O1 -1.241 2.905 -2.045  -0.06
H11 -0.910 3.248 -1.204  0.03
H12 -0.540 3.137 -2.651  0.03

- Among the records above, which one has the highest E_HOMO?
  C31H76O23P5

Please write out number 2 again, unchanged.
DFT (wB97M-V/def2-TZVPD) results for a single C4H7FO2 molecule in a non-equilibrium geometry.

## Properties
structure (SMILES)	CO/C(=C\F)CO
DFT total energy	-11071.614	eV
relative energy (zero: lowest compared OMol25 entry of this formula, charge and spin)	56.9	kcal/mol
LUMO level	0.691	eV
E_HOMO	-9.00	eV
spin multiplicity	1
frontier orbital gap	9.7	eV
largest force on an atom	4.28	eV/Å

Each line ends with the Löwdin charge.
Positions of all 14 atoms, in Å:
C1 0.657 -1.055 -1.516  -0.04
O1 -0.224 0.074 -1.358  -0.06
C2 -0.236 0.724 -0.214  -0.29
C3 -0.336 2.029 0.008  -0.07
F1 -0.293 2.918 -1.029  0.01
C4 -0.455 -0.085 1.139  -0.16
O2 0.572 -1.073 1.406  -0.09
H1 0.703 -1.267 -2.581  0.09
H2 1.616 -0.966 -0.992  0.10
H3 0.107 -1.892 -1.128  0.08
H4 -0.384 2.440 0.991  0.11
H5 -0.621 0.441 2.037  0.09
H6 -1.437 -0.666 1.077  0.14
H7 0.330 -1.623 2.159  0.08

- Which of these has the lowest DFT total energy?
  C31H76O23P5